Density functional theory data (ωB97M-V/def2-TZVPD) for the molecule C4H4S.

For the HOMO energy, the calculation gives -7.94 eV. For the HOMO-LUMO gap, the calculation gives 0.31941 hartree. For the lowest unoccupied orbital energy, the calculation gives 0.75 eV. For the total energy, the calculation gives -15045.10229 eV.

Last column: Mulliken charge in e.
Positions of all 9 atoms, in Å:
1 C 0.1126 0.0583 1.3991  -0.8204
2 C -0.0880 -0.0370 -0.1001  0.3865
3 C -0.7947 0.2698 -1.2247  -0.2055
4 C 0.5050 -0.3621 -1.3533  -0.1250
5 S 1.5990 -0.9713 -2.3018  -0.4378
6 H -0.0110 -0.8773 1.9343  0.2858
7 H -0.6173 0.8007 1.8778  0.2493
8 H 1.0176 0.5598 1.3820  0.3003
9 H -1.7231 0.5591 -1.6134  0.3669

Atoms 1-6, force components in eV/Å:
-3.29 1.07 -0.94
-1.02 0.35 -0.64
2.54 -1.58 2.09
-2.67 1.24 1.13
1.64 -0.83 -1.11
0.67 -0.11 -0.14

Density functional theory data (ωB97M-V/def2-TZVPD) for the molecule C26H28Cl2N4O4.

For the HOMO energy, the calculation gives -7.71 eV. For the HOMO-LUMO gap, the calculation gives 0.30242 hartree. For the lowest unoccupied orbital energy, the calculation gives 0.52 eV. For the total energy, the calculation gives -66611.99685 eV.

Last column: Mulliken charge in e.
Positions of all 64 atoms, in Å:
1 C -7.5636 -0.5780 -0.5199  -1.3441
2 C -6.5849 -0.5969 0.6361  1.1363
3 O -6.9592 -0.6221 1.7928  -0.6568
4 N -5.2668 -0.6155 0.3183  0.0938
5 C -4.6787 -0.4464 -0.9877  -0.7406
6 C -3.9277 0.8893 -1.0309  -0.6735
7 N -2.9178 0.9088 0.0059  0.8772
8 C -1.7842 1.7012 -0.1618  0.0874
9 C -1.0337 1.5907 -1.3355  -0.0916
10 C 0.1523 2.2748 -1.4964  -0.9095
11 C 0.6379 3.0909 -0.4806  0.4604
12 O 1.7946 3.8359 -0.5963  -0.5263
13 C 2.9404 3.1803 -1.0715  -0.9189
14 C 3.7552 2.5466 0.0746  0.2834
15 C 4.9012 1.6977 -0.4834  -0.6553
16 O 4.2721 0.4540 -0.7012  -0.4574
17 C 3.2891 0.3013 0.2992  0.9976
18 C 3.8499 -0.5757 1.4636  -1.6385
19 N 3.8181 -1.9617 1.1102  0.3252
20 C 2.8718 -2.8772 1.4825  -0.1660
21 C 3.1632 -4.0192 0.7965  -0.6695
22 N 4.2516 -3.8226 0.0070  -0.6729
23 C 4.6150 -2.5886 0.2095  -0.0781
24 C 2.0544 -0.3732 -0.2768  0.5300
25 C 2.1073 -0.9678 -1.5300  -0.4133
26 C 1.0132 -1.6244 -2.0604  -0.9385
27 C -0.1550 -1.6895 -1.3193  0.2232
28 Cl -1.5332 -2.4963 -1.9597  -0.2375
29 C -0.2370 -1.1112 -0.0651  -1.2360
30 C 0.8695 -0.4563 0.4497  0.8077
31 Cl 0.7220 0.2527 2.0061  -0.1238
32 O 2.9990 1.5930 0.7981  -0.3958
33 C -0.1148 3.2355 0.6769  -0.8771
34 C -1.3077 2.5578 0.8326  -0.4653
35 C -3.5027 0.7554 1.3209  -0.7092
36 C -4.2737 -0.5680 1.3690  -1.2472
37 H -7.4056 -1.4318 -1.1745  0.3394
38 H -7.4677 0.3407 -1.0945  0.3214
39 H -8.5672 -0.6296 -0.1067  0.3470
40 H -5.4358 -0.4737 -1.7676  0.5346
41 H -3.9654 -1.2611 -1.1586  -0.0154
42 H -3.4641 1.0221 -2.0067  0.4950
43 H -4.6519 1.7081 -0.8764  0.2418
44 H -1.3688 0.9434 -2.1314  0.3446
45 H 0.6953 2.1641 -2.4237  0.4531
46 H 2.6932 2.3971 -1.7965  0.3000
47 H 3.5589 3.9419 -1.5566  0.3837
48 H 4.0682 3.3163 0.7837  0.4367
49 H 5.7184 1.6033 0.2438  0.2630
50 H 5.2911 2.0510 -1.4365  0.4204
51 H 3.2447 -0.4035 2.3545  0.4316
52 H 4.8793 -0.2629 1.6616  0.3787
53 H 2.1057 -2.6431 2.1921  0.5054
54 H 2.6661 -4.9676 0.8230  0.4322
55 H 5.4445 -2.1040 -0.2645  0.4347
56 H 3.0294 -0.9138 -2.0862  0.5106
57 H 1.0707 -2.0839 -3.0340  0.4643
58 H -1.1483 -1.1593 0.5070  0.4862
59 H 0.2481 3.8900 1.4537  0.4169
60 H -1.8676 2.7033 1.7428  0.4458
61 H -2.7083 0.7238 2.0674  0.4741
62 H -4.1921 1.5802 1.5631  0.4032
63 H -4.7903 -0.6733 2.3241  0.4573
64 H -3.5800 -1.4051 1.2334  0.3142

Atoms 1-6, force components in eV/Å:
-0.10 0.00 0.24
-0.23 -0.08 -0.24
-0.26 0.04 0.26
0.38 -0.06 0.08
0.04 0.30 -0.30
-0.10 -0.24 -0.19

> Look up the lowest unoccupied orbital energy of the first one.

0.75 eV

> The highest HOMO energy belongs to which entry?

C26H28Cl2N4O4